A molecular structure, CsH4O2, computed with ωB97M-V/def2-TZVPD.

## Properties
2S+1 = 1
F_max = 0.304 eV/A
E_tot = -4703.080 eV
Net charge = +1
LUMO = -3.524 eV
HOMO energy = -16.1 eV
Gap between HOMO and LUMO = 12.562 eV

Each line ends with the Löwdin charge.
Cartesian coordinates (Å):
Cs1 -1.234 -0.513 1.243  1.173
O1 -0.032 -1.964 -1.002  -0.203
H1 -0.368 -2.776 -1.406  0.060
H2 0.761 -1.747 -1.511  0.059
O2 -0.023 2.117 0.798  -0.201
H3 -0.003 2.932 1.318  0.063
H4 0.898 1.949 0.560  0.049


A molecular structure, CsNO3, computed with ωB97M-V/def2-TZVPD.

## Properties
2S+1 = 1
F_max = 3.359 eV/A
E_tot = -8175.296 eV
LUMO = -2.043 eV
HOMO energy = -6.1 eV
Gap between HOMO and LUMO = 4.080 eV

Each line ends with the Löwdin charge.
Cartesian coordinates (Å):
Cs1 -0.777 4.543 1.865  0.980
N1 0.186 -1.136 -0.460  -0.707
O1 0.161 -2.349 -0.576  -0.058
O2 -0.545 -0.598 0.338  -0.096
O3 0.976 -0.460 -1.168  -0.119


A molecular structure, CuF2H10NO10S2, computed with ωB97M-V/def2-TZVPD.

## Properties
2S+1 = 3
F_max = 9.584 eV/A
E_tot = -93865.538 eV
LUMO (spin up / spin down) = -1.164 / -2.848 eV
HOMO energy (spin up / spin down) = -10.5 / -9.7 eV
Gap between HOMO and LUMO (spin up / spin down) = 9.366 / 6.846 eV

Each line ends with the Mulliken spin population.
Cartesian coordinates (Å):
Cu1 1.023 -0.227 0.359  0.410
N1 -1.065 0.182 0.021  0.014
S1 -2.037 -0.043 -1.210  0.000
O1 -1.578 0.662 -2.378  0.000
O2 -3.359 -0.599 -1.141  0.000
F1 -1.259 -1.478 -1.480  -0.001
S2 -2.050 1.580 0.374  -0.001
O3 -3.311 1.315 1.030  0.000
O4 -1.975 2.736 -0.518  0.000
F2 -1.172 2.022 1.714  -0.002
O5 1.155 -0.906 2.441  0.596
H1 0.804 -0.582 3.293  -0.025
O6 0.909 -2.435 0.163  1.012
H2 0.741 -2.811 -0.723  -0.024
O7 3.306 -0.287 0.125  0.003
H3 3.586 -0.522 -0.759  0.000
H4 3.855 -0.819 0.701  -0.001
O8 1.271 1.878 0.145  0.007
H5 1.508 2.599 0.729  0.000
H6 0.942 2.308 -0.645  0.000
O9 1.430 -0.032 -1.894  0.005
H7 2.225 -0.040 -2.427  0.002
H8 0.764 0.354 -2.463  0.001
O10 -1.647 -1.834 1.713  0.010
H9 -1.475 -1.052 1.189  -0.005
H10 -2.592 -1.967 1.641  0.000


A molecular structure, CuH14O7, computed with ωB97M-V/def2-TZVPD.

## Properties
2S+1 = 3
F_max = 1.616 eV/A
E_tot = -59163.904 eV
Net charge = +3
LUMO (spin up / spin down) = -11.284 / -19.405 eV
HOMO energy (spin up / spin down) = -24.2 / -23.1 eV
Gap between HOMO and LUMO (spin up / spin down) = 12.877 / 3.732 eV

Each line ends with the Mulliken spin population.
Cartesian coordinates (Å):
Cu1 -7.826 15.250 21.964  0.898
O1 -6.246 15.896 23.405  0.056
H1 -5.990 15.690 24.304  0.000
H2 -5.583 16.518 23.104  -0.001
O2 -7.916 13.607 23.467  0.035
H3 -7.087 13.164 23.650  -0.002
H4 -8.560 13.140 23.999  0.002
O3 -6.012 15.601 20.511  0.099
H5 -5.731 16.178 19.801  -0.003
H6 -5.242 15.068 20.707  -0.003
O4 -7.882 13.672 20.446  0.160
H7 -8.228 13.779 19.560  -0.005
H8 -7.606 12.757 20.487  -0.007
O5 -8.471 17.229 20.956  0.100
H9 -8.626 17.372 20.023  -0.003
H10 -8.858 17.993 21.384  -0.002
O6 -8.949 16.258 23.983  0.285
H11 -9.445 17.047 24.201  -0.008
H12 -8.854 15.796 24.816  -0.008
O7 -10.216 14.797 21.596  0.432
H13 -10.813 14.554 22.304  -0.012
H14 -10.561 14.345 20.826  -0.013


A molecular structure, F2FeH22O13P, computed with ωB97M-V/def2-TZVPD.

## Properties
2S+1 = 6
F_max = 7.862 eV/A
E_tot = -76064.538 eV
Net charge = +2
LUMO (spin up / spin down) = -7.110 / -11.548 eV
HOMO energy (spin up / spin down) = -15.5 / -15.1 eV
Gap between HOMO and LUMO (spin up / spin down) = 8.351 / 3.550 eV

Each line ends with the Mulliken spin population.
Cartesian coordinates (Å):
Fe1 -2.311 -0.605 -0.851  3.793
O1 -0.592 -0.367 -0.311  0.040
P1 -0.008 0.967 0.521  0.641
O2 -1.467 0.545 0.306  0.078
F1 0.941 0.896 -0.789  0.074
F2 0.985 -0.055 1.233  0.108
O3 3.278 -1.206 0.296  0.002
H1 2.355 -1.344 0.302  -0.002
H2 3.735 -1.968 0.586  0.000
O4 -3.923 0.763 -0.595  0.027
H3 -3.492 1.571 -0.205  -0.001
H4 -4.866 0.927 -0.563  0.005
O5 -1.377 -2.378 -1.549  0.044
H5 -0.774 -2.803 -0.970  -0.002
H6 -1.202 -2.695 -2.481  0.002
O6 0.651 -2.577 0.370  0.002
H7 0.499 -1.671 0.173  0.001
H8 0.860 -2.645 1.292  0.001
O7 -0.330 3.700 -0.735  0.058
H9 0.333 3.997 -0.112  -0.002
H10 0.103 3.487 -1.545  -0.004
O8 0.738 -0.119 -3.252  0.003
H11 1.587 0.096 -3.627  0.000
H12 0.942 0.192 -2.364  -0.001
O9 1.164 -0.752 4.061  0.001
H13 1.211 -0.929 5.007  0.000
H14 0.218 -0.571 3.880  0.000
O10 -2.031 0.539 -2.603  0.025
H15 -1.243 0.971 -2.887  0.000
H16 -2.733 1.151 -2.822  0.001
O11 2.141 3.026 0.426  0.038
H17 2.229 3.258 -0.484  -0.002
H18 3.105 2.735 0.550  -0.001
O12 -3.220 -1.706 0.685  0.024
H19 -4.129 -1.634 0.946  0.002
H20 -2.845 -2.498 1.127  0.001
O13 3.456 0.038 2.571  0.046
H21 2.530 0.023 2.720  -0.002
H22 3.483 -0.360 1.696  0.000


A single F2H2Si molecule, computed with ωB97M-V/def2-TZVPD.

## Properties
2S+1 = 1
F_max = 1.276 eV/A
Structure (SMILES) = F[SiH2]F
E_tot = -13348.112 eV
LUMO = 1.009 eV
HOMO energy = -12.0 eV
Gap between HOMO and LUMO = 12.965 eV

Each line ends with the Löwdin charge.
Cartesian coordinates (Å):
F1 -0.256 1.241 -0.944  -0.199
F2 1.463 -0.688 -0.216  -0.191
Si1 0.025 -0.014 0.007  0.459
H1 -0.114 0.403 1.430  -0.036
H2 -1.118 -0.942 -0.276  -0.033


2 unconnected molecules or ions with the total composition F2H3N2P, computed with ωB97M-V/def2-TZVPD.

## Properties
2S+1 = 1
F_max = 3.130 eV/A
Structure (SMILES) = [H]/N=N/[H].FPF
E_tot = -17751.531 eV
LUMO = 0.410 eV
HOMO energy = -9.7 eV
Gap between HOMO and LUMO = 10.098 eV

Each line ends with the Löwdin charge.
Cartesian coordinates (Å):
N1 -1.071 -0.011 0.316  -0.073
N2 -2.069 0.079 -0.411  -0.012
F1 2.152 -1.114 0.636  -0.376
F2 1.760 1.253 0.658  -0.320
P1 1.848 0.110 -0.440  0.825
H1 0.628 -0.459 -0.664  -0.131
H2 -1.017 -0.946 0.597  0.020
H3 -2.231 1.089 -0.693  0.066


2 unconnected molecules or ions with the total composition F2HN, computed with ωB97M-V/def2-TZVPD.

## Properties
2S+1 = 1
F_max = 0.489 eV/A
E_tot = -6933.979 eV
LUMO (spin up / spin down) = -0.888 / 0.091 eV
HOMO energy (spin up / spin down) = -11.0 / -11.2 eV
Gap between HOMO and LUMO (spin up / spin down) = 10.080 / 11.269 eV

Each line ends with the Löwdin charge.
Cartesian coordinates (Å):
N1 -0.328 0.093 0.420  0.015
F1 -0.675 -1.002 -0.261  -0.058
F2 -0.941 1.060 -0.301  -0.050
H1 1.943 -0.151 0.142  0.094


2 unconnected molecules or ions with the total composition F2HNS, computed with ωB97M-V/def2-TZVPD.

## Properties
2S+1 = 3
F_max = 0.818 eV/A
E_tot = -17771.496 eV
LUMO (spin up / spin down) = -0.018 / -1.103 eV
HOMO energy (spin up / spin down) = -9.7 / -9.8 eV
Gap between HOMO and LUMO (spin up / spin down) = 9.704 / 8.673 eV

Each line ends with the Mulliken spin population.
Cartesian coordinates (Å):
N1 -0.807 1.524 -1.222  1.984
F1 1.100 0.195 0.810  0.001
F2 0.967 -2.151 0.490  0.006
S1 0.043 -0.853 0.272  0.024
H1 -1.303 1.286 -0.350  -0.015


A molecular structure, F2HOPS, computed with ωB97M-V/def2-TZVPD.

## Properties
2S+1 = 1
F_max = 6.138 eV/A
E_tot = -27623.859 eV
LUMO = -1.228 eV
HOMO energy = -10.9 eV
Gap between HOMO and LUMO = 9.689 eV

Each line ends with the Löwdin charge.
Cartesian coordinates (Å):
O1 -0.787 0.893 0.275  -0.114
F1 0.370 -0.198 -1.574  -0.188
F2 -0.483 -1.853 0.496  -0.401
P1 0.422 -0.035 0.010  0.292
S1 2.088 0.584 0.637  0.393
H1 -1.609 0.609 0.157  0.018


A single F2HOPS molecule, computed with ωB97M-V/def2-TZVPD.

## Properties
2S+1 = 1
F_max = 4.025 eV/A
Structure (SMILES) = OP(F)(F)=S
E_tot = -27623.636 eV
LUMO = -1.474 eV
HOMO energy = -9.4 eV
Gap between HOMO and LUMO = 7.909 eV

Each line ends with the Löwdin charge.
Cartesian coordinates (Å):
O1 0.131 0.700 0.176  -0.163
F1 -0.447 -0.310 -1.954  -0.196
F2 1.809 -0.183 -1.367  -0.194
P1 0.536 0.798 -1.325  0.498
S1 0.715 3.037 -2.435  -0.042
H1 -0.009 -0.201 0.494  0.096


A single F2HOPS molecule, computed with ωB97M-V/def2-TZVPD.

## Properties
2S+1 = 1
F_max = 4.705 eV/A
Structure (SMILES) = OP(F)(F)=S
E_tot = -27624.106 eV
LUMO = -0.393 eV
HOMO energy = -10.7 eV
Gap between HOMO and LUMO = 10.264 eV

Each line ends with the Löwdin charge.
Cartesian coordinates (Å):
O1 -0.245 -0.412 -0.314  -0.318
F1 -1.976 1.300 -1.222  -0.212
F2 -1.742 0.950 1.329  -0.168
P1 -2.136 0.238 -0.005  0.338
S1 -3.688 -0.939 0.093  0.292
H1 -0.135 -0.541 -1.340  0.069


A molecular structure, F2HPS2, computed with ωB97M-V/def2-TZVPD.

## Properties
2S+1 = 1
F_max = 4.033 eV/A
E_tot = -36410.452 eV
LUMO (spin up / spin down) = -1.503 / -1.870 eV
HOMO energy (spin up / spin down) = -8.8 / -8.5 eV
Gap between HOMO and LUMO (spin up / spin down) = 7.295 / 6.623 eV

Each line ends with the Löwdin charge.
Cartesian coordinates (Å):
F1 0.307 -1.702 -1.470  -0.395
F2 0.056 0.510 -2.339  -0.407
P1 -0.937 -0.609 -1.714  0.847
S1 -0.289 1.003 0.457  -0.024
S2 -0.063 0.812 2.500  0.225
H1 0.927 -0.015 2.568  -0.246


A molecular structure, F2NO4RbS2, computed with ωB97M-V/def2-TZVPD.

## Properties
2S+1 = 1
F_max = 7.020 eV/A
E_tot = -37439.464 eV
LUMO = -1.216 eV
HOMO energy = -9.8 eV
Gap between HOMO and LUMO = 8.583 eV

Each line ends with the Löwdin charge.
Cartesian coordinates (Å):
Rb1 -16.089 -25.104 25.312  1.010
N1 -20.443 -25.563 25.714  -0.222
S1 -19.730 -26.425 26.783  0.424
O1 -20.103 -26.302 28.149  -0.258
O2 -18.247 -26.725 26.568  -0.467
F1 -20.488 -27.744 26.342  -0.186
S2 -19.852 -24.125 26.540  0.557
O3 -18.414 -23.922 26.690  -0.413
O4 -20.735 -23.569 27.580  -0.277
F2 -20.221 -23.170 25.391  -0.170


2 unconnected molecules or ions with the total composition F2O2S, computed with ωB97M-V/def2-TZVPD.

## Properties
2S+1 = 1
F_max = 3.699 eV/A
E_tot = -20357.978 eV
LUMO (spin up / spin down) = -3.188 / -2.492 eV
HOMO energy (spin up / spin down) = -12.4 / -11.6 eV
Gap between HOMO and LUMO (spin up / spin down) = 9.237 / 9.143 eV

Each line ends with the Löwdin charge.
Cartesian coordinates (Å):
O1 -1.007 0.340 0.619  -0.420
O2 1.467 -0.724 0.105  -0.262
F1 0.354 1.747 0.780  -0.083
F2 -0.723 -0.769 -1.551  -0.310
S1 -0.542 -0.892 0.067  1.075


A molecular structure, F2PRb, computed with ωB97M-V/def2-TZVPD.

## Properties
2S+1 = 1
F_max = 1.043 eV/A
E_tot = -15377.170 eV
LUMO (spin up / spin down) = -1.117 / -1.111 eV
HOMO energy (spin up / spin down) = -8.3 / -8.2 eV
Gap between HOMO and LUMO (spin up / spin down) = 7.201 / 7.075 eV

Each line ends with the Löwdin charge.
Cartesian coordinates (Å):
F1 2.478 -1.205 -0.991  -0.570
P1 1.825 0.234 -1.400  0.672
F2 -1.801 -0.622 -1.016  -0.954
Rb1 -1.322 0.602 1.211  0.852


2 unconnected molecules or ions with the total composition F3HN2O2S, computed with ωB97M-V/def2-TZVPD.

## Properties
2S+1 = 3
F_max = 5.735 eV/A
E_tot = -26068.558 eV
LUMO (spin up / spin down) = 0.592 / -4.056 eV
HOMO energy (spin up / spin down) = -7.8 / -10.5 eV
Gap between HOMO and LUMO (spin up / spin down) = 8.348 / 6.448 eV

Each line ends with the Mulliken spin population.
Cartesian coordinates (Å):
N1 2.049 -0.234 0.205  0.147
N2 -2.404 0.396 0.234  0.253
O1 -1.474 -0.403 0.395  0.488
O2 0.774 -1.567 -1.332  0.233
F1 2.375 0.265 1.442  0.001
F2 -2.569 0.769 -1.186  0.121
F3 -2.019 1.749 0.730  0.125
S1 0.738 -1.237 0.052  0.636
H1 2.529 0.262 -0.539  -0.005


A molecular structure, F3NO, computed with ωB97M-V/def2-TZVPD.

## Properties
2S+1 = 1
F_max = 3.668 eV/A
E_tot = -11680.757 eV
LUMO (spin up / spin down) = -0.669 / -0.669 eV
HOMO energy (spin up / spin down) = -12.0 / -12.0 eV
Gap between HOMO and LUMO (spin up / spin down) = 11.315 / 11.314 eV

Each line ends with the Löwdin charge.
Cartesian coordinates (Å):
N1 0.732 -0.387 0.049  0.052
O1 -0.879 -0.503 0.678  -0.011
F1 1.275 0.222 1.053  0.057
F2 0.490 0.632 -0.849  -0.004
F3 -1.639 0.049 -0.377  -0.094


A molecular structure, F3NO4S2Xe, computed with ωB97M-V/def2-TZVPD.

## Properties
2S+1 = 1
F_max = 0.092 eV/A
E_tot = -48460.360 eV
LUMO = -2.043 eV
HOMO energy = -12.3 eV
Gap between HOMO and LUMO = 10.293 eV

Each line ends with the Löwdin charge.
Cartesian coordinates (Å):
Xe1 0.545 -0.546 -0.438  1.722
F1 0.322 -0.810 -2.370  -0.751
N1 0.776 -0.243 1.738  -0.676
O1 2.024 1.025 3.536  -0.202
O2 0.238 -1.168 4.030  -0.202
S1 1.569 1.113 2.207  0.479
F2 0.390 2.140 2.211  -0.139
S2 -0.237 -1.092 2.707  0.480
F3 -1.470 -0.130 2.734  -0.139
O3 -0.640 -2.217 1.947  -0.286
O4 2.391 1.473 1.111  -0.286


A single F4N3P3 molecule, computed with ωB97M-V/def2-TZVPD.

## Properties
2S+1 = 1
F_max = 3.079 eV/A
Structure (SMILES) = Fn1pnp(F)n(F)p1F
E_tot = -43204.315 eV
LUMO = -1.618 eV
HOMO energy = -10.2 eV
Gap between HOMO and LUMO = 8.614 eV

Each line ends with the Löwdin charge.
Cartesian coordinates (Å):
N1 1.284 0.516 1.041  -0.525
N2 0.630 -1.184 -0.398  -0.555
N3 -1.082 0.415 0.157  -0.461
F1 0.846 -2.459 -1.081  -0.212
F2 -2.485 0.120 0.308  -0.188
F3 -0.735 1.569 2.314  -0.331
F4 0.148 0.842 -1.948  -0.352
P1 2.042 -0.247 -0.136  0.904
P2 -0.217 0.120 1.638  0.769
P3 -0.731 -0.389 -1.269  0.952